ORCA calculation (ωB97M-V/def2-TZVPD) on a cluster of 2 separate species, C4H7NO in total in a non-equilibrium geometry.

Calculated values
HOMO-LUMO gap	11.14	eV
LUMO level	0.74	eV
highest occupied orbital energy	-10.4	eV
relative energy (zero: lowest compared OMol25 entry of this formula, charge and spin)	43.5	kcal per mole
total energy	-286.56225	Eh

Atoms and positions in Å:
C 0.883 0.667 0.997
C -0.533 0.489 0.514
O -1.489 0.507 1.252
C -0.790 0.346 -0.999
C 0.337 -0.160 -1.782
N 1.240 -0.564 -2.382
H 0.919 0.476 2.071
H 1.585 0.018 0.467
H 1.189 1.704 0.812
H -1.071 1.336 -1.380
H -1.659 -0.307 -1.128
H -0.045 -2.372 0.541
H -0.566 -2.139 1.017

Cartesian forces, eV/Å:
C 0.0 0.0 0.1
C -0.2 0.1 0.2
O 0.4 0.0 -0.3
C -0.1 0.0 0.0
C 0.8 -0.4 -0.5
N -0.9 0.4 0.6
H 0.0 0.1 -0.1
H -0.1 0.1 0.1
H 0.0 -0.1 0.0
H 0.0 -0.1 0.1
H 0.1 0.1 0.0
H 0.0 0.0 0.0
H 0.0 -0.1 0.0